Computed, not measured: a molecular structure, C4H6OSm at a distorted geometry, with the ωB97M-V functional and the def2-TZVPD basis.

Properties
E: -24192.958 eV
HOMO-LUMO gap (spin up / spin down): 6.1 / 6.2 eV
F_max: 1.97 eV/Å
relative energy (zero: lowest compared OMol25 entry of this formula, charge and spin): 17.2 kJ/mol

ORCA input file:
```
! RIJCOSX wB97M-V def2-TZVPD def2/J DEFGRID3
* xyz 0 7
O -1.478 1.710 -0.843
C -0.657 2.490 -0.185
C -0.074 2.249 1.015
H -0.428 3.454 -0.677
H -0.282 1.333 1.575
H 0.623 2.976 1.435
Sm -1.842 -0.649 -1.013
C 0.450 -1.842 -0.525
C 0.707 -3.126 -0.205
H 1.358 -1.207 -0.477
H -0.086 -3.886 -0.159
H 1.708 -3.503 0.059
*
```



Computed, not measured: a molecular structure, C4H6OTl at a distorted geometry, with the ωB97M-V functional and the def2-TZVPD basis.

Properties
E: -10962.291 eV
HOMO-LUMO gap (spin up / spin down): 9.0 / 5.5 eV
F_max: 6.90 eV/Å
relative energy (zero: lowest compared OMol25 entry of this formula, charge and spin): 142.0 kJ/mol

ORCA input file:
```
! RIJCOSX wB97M-V def2-TZVPD def2/J DEFGRID3
* xyz 2 2
H 0.138 1.270 -1.947
C 2.132 -0.652 -0.601
C 1.292 0.331 -0.815
C 0.203 1.092 -0.810
H 3.195 -0.534 -0.819
H 1.808 -1.578 -0.122
H 0.115 1.942 -0.129
C -1.968 -0.334 0.439
O -1.129 -0.490 1.340
Tl -1.039 -0.446 3.336
H -2.821 0.346 0.601
H -1.927 -0.948 -0.473
*
```



Computed, not measured: C4H6P2 in the gas phase at a distorted geometry, with the ωB97M-V functional and the def2-TZVPD basis.

Properties
E: -22817.863 eV
structure (SMILES): CC1=C2P(C)#P12
HOMO-LUMO gap: 7.8 eV
F_max: 4.83 eV/Å
relative energy (zero: lowest compared OMol25 entry of this formula, charge and spin): 302.3 kJ/mol

ORCA input file:
```
! RIJCOSX wB97M-V def2-TZVPD def2/J DEFGRID3
* xyz 0 1
C -0.011 -0.239 1.365
C 0.176 -1.317 0.660
C 0.037 0.314 2.792
C -0.042 -0.137 -2.949
P 0.431 0.845 0.035
P -0.660 -0.481 -1.150
H 0.014 -0.424 3.656
H -0.747 0.970 3.079
H 0.804 1.010 2.680
H 0.881 -0.616 -3.257
H -0.096 0.794 -3.348
H -0.788 -0.718 -3.562
*
```



Computed, not measured: C4H6P2 in the gas phase, with the ωB97M-V functional and the def2-TZVPD basis.

Properties
E: -22819.206 eV
structure (SMILES): C/C=C/C=P#P
HOMO-LUMO gap (spin up / spin down): 6.5 / 6.1 eV
F_max: 0.97 eV/Å
relative energy (zero: lowest compared OMol25 entry of this formula, charge and spin): 172.7 kJ/mol

ORCA input file:
```
! RIJCOSX wB97M-V def2-TZVPD def2/J DEFGRID3
* xyz 0 1
C 0.195 0.044 -0.813
C 1.590 0.162 -1.034
C -0.456 -0.106 0.353
C -1.939 -0.133 0.455
P 2.843 -0.103 0.133
P 3.132 0.651 1.939
H -0.403 0.130 -1.713
H 1.906 -0.022 -2.056
H -2.400 -0.244 -0.525
H -2.307 0.794 0.900
H -2.266 -0.958 1.086
H 0.105 -0.217 1.275
*
```



Computed, not measured: a molecular structure, C4H6P2 at a distorted geometry, with the ωB97M-V functional and the def2-TZVPD basis.

Properties
E: -22817.346 eV
HOMO-LUMO gap (spin up / spin down): 6.6 / 7.3 eV
F_max: 5.38 eV/Å
relative energy (zero: lowest compared OMol25 entry of this formula, charge and spin): 352.2 kJ/mol

ORCA input file:
```
! RIJCOSX wB97M-V def2-TZVPD def2/J DEFGRID3
* xyz 0 1
C 1.290 -0.316 -0.110
C 1.508 -1.055 1.010
C -0.611 0.416 0.021
C -0.919 1.112 -1.283
P 0.298 -1.652 2.094
P -1.228 -0.908 0.841
H 2.050 0.181 -0.791
H 2.571 -1.408 1.085
H -1.919 1.667 -1.357
H -0.635 0.383 -2.034
H -0.290 1.913 -1.387
H -2.114 -0.332 1.910
*
```



Computed, not measured: C4H6S in the gas phase at a distorted geometry, with the ωB97M-V functional and the def2-TZVPD basis.

Properties
E: -15076.306 eV
structure (SMILES): CC#CCS
HOMO-LUMO gap: 9.4 eV
F_max: 7.63 eV/Å
relative energy (zero: lowest compared OMol25 entry of this formula, charge and spin): 336.4 kJ/mol

ORCA input file:
```
! RIJCOSX wB97M-V def2-TZVPD def2/J DEFGRID3
* xyz 0 1
C 0.003 2.183 -0.289
C -0.098 0.787 -0.106
C -0.611 -0.351 -0.242
C -0.407 -1.635 0.088
H -0.144 2.671 -1.263
H -0.803 2.601 0.559
H 1.078 2.605 -0.183
H -0.927 -2.407 -0.582
H -1.012 -1.997 0.828
H 1.528 -2.093 1.273
S 1.395 -2.365 -0.081
*
```



Computed, not measured: C4H6S in the gas phase at a distorted geometry, with the ωB97M-V functional and the def2-TZVPD basis.

Properties
E: -15077.703 eV
structure (SMILES): C/C=C1/CS1
HOMO-LUMO gap: 9.2 eV
F_max: 3.86 eV/Å
relative energy (zero: lowest compared OMol25 entry of this formula, charge and spin): 201.6 kJ/mol

ORCA input file:
```
! RIJCOSX wB97M-V def2-TZVPD def2/J DEFGRID3
* xyz 0 1
C -0.621 -0.254 0.007
C 0.425 0.081 -0.666
C -1.863 -0.745 0.312
C 1.650 0.657 -0.103
S -1.273 -0.271 1.998
H 0.375 -0.002 -1.817
H -2.693 -0.167 -0.030
H -2.112 -1.841 0.086
H 2.473 0.870 -0.847
H 2.122 -0.075 0.685
H 1.517 1.747 0.375
*
```



Computed, not measured: a molecular structure, C4H6S at a distorted geometry, with the ωB97M-V functional and the def2-TZVPD basis.

Properties
E: -15075.350 eV
HOMO-LUMO gap: 7.5 eV
F_max: 2.71 eV/Å
relative energy (zero: lowest compared OMol25 entry of this formula, charge and spin): 428.7 kJ/mol

ORCA input file:
```
! RIJCOSX wB97M-V def2-TZVPD def2/J DEFGRID3
* xyz 0 1
C 0.607 -1.120 -1.302
C 1.314 0.130 -1.149
C 0.186 -1.378 -0.026
C -0.887 1.105 1.162
S 0.699 0.382 0.425
H 0.679 -1.946 -2.031
H 1.559 1.071 -1.632
H -0.562 -1.979 0.465
H -1.390 1.894 0.655
H -0.532 1.448 2.059
H -1.672 0.393 1.374
*
```



Computed, not measured: C4H6S2 in the gas phase at a distorted geometry, with the ωB97M-V functional and the def2-TZVPD basis.

Properties
E: -25914.088 eV
structure (SMILES): C=C1CSCS1
HOMO-LUMO gap: 9.0 eV
F_max: 4.57 eV/Å
relative energy (zero: lowest compared OMol25 entry of this formula, charge and spin): 116.1 kJ/mol

ORCA input file:
```
! RIJCOSX wB97M-V def2-TZVPD def2/J DEFGRID3
* xyz 0 1
C 2.147 -0.296 -0.339
C 0.742 -0.060 -0.312
C -0.279 -1.079 0.164
C -1.726 1.197 -0.014
H 2.557 -1.176 0.070
H 2.941 0.382 -0.569
H -0.256 -1.241 1.322
H 0.000 -2.070 -0.111
H -2.433 1.835 -0.616
H -1.918 1.405 1.010
S -1.832 -0.559 -0.426
S 0.056 1.662 -0.181
*
```



Computed, not measured: C4H6S2 in the gas phase at a distorted geometry, with the ωB97M-V functional and the def2-TZVPD basis.

Properties
E: -25914.407 eV
structure (SMILES): C1S[C@H]2C[C@H]2S1
HOMO-LUMO gap: 9.3 eV
F_max: 3.90 eV/Å
relative energy (zero: lowest compared OMol25 entry of this formula, charge and spin): 85.3 kJ/mol

ORCA input file:
```
! RIJCOSX wB97M-V def2-TZVPD def2/J DEFGRID3
* xyz 0 1
C -0.174 0.997 1.463
C 0.886 -0.394 -0.459
C -0.276 -1.201 -0.666
C -0.355 0.201 -1.055
H 0.108 1.868 2.097
H -0.699 0.230 2.102
H 1.619 -0.541 -1.271
H -0.227 -1.918 -1.443
H -0.844 -1.434 0.276
H -0.353 0.440 -2.130
S 1.480 0.334 1.061
S -1.165 1.421 0.026
*
```



Computed, not measured: C4H6S4 in the gas phase at a distorted geometry, with the ωB97M-V functional and the def2-TZVPD basis.

Properties
E: -47584.524 eV
structure (SMILES): S=CC(S)(C=S)CS
HOMO-LUMO gap: 8.1 eV
F_max: 2.04 eV/Å
relative energy (zero: lowest compared OMol25 entry of this formula, charge and spin): 127.8 kJ/mol

ORCA input file:
```
! RIJCOSX wB97M-V def2-TZVPD def2/J DEFGRID3
* xyz 0 1
C -1.009 0.617 0.093
C 0.168 -0.396 0.249
C 1.298 0.152 -0.627
C 0.554 -0.374 1.703
H -0.862 1.393 -2.186
H -1.831 0.265 0.728
H -0.742 1.633 0.433
H -0.700 -1.845 -1.342
H 1.705 1.049 -0.142
H -0.258 -0.703 2.354
S -1.815 0.703 -1.535
S -0.301 -2.100 -0.077
S 1.861 -0.446 -2.052
S 1.932 0.054 2.400
*
```



Computed, not measured: a molecular structure, C4H7AgO at a distorted geometry, with the ωB97M-V functional and the def2-TZVPD basis.

Properties
E: -10296.440 eV
HOMO-LUMO gap (spin up / spin down): 5.8 / 8.0 eV
F_max: 5.35 eV/Å
relative energy (zero: lowest compared OMol25 entry of this formula, charge and spin): 208.0 kJ/mol

ORCA input file:
```
! RIJCOSX wB97M-V def2-TZVPD def2/J DEFGRID3
* xyz 1 2
C 1.093 0.873 0.098
C 0.536 -0.528 0.247
C -0.701 -0.682 1.057
O -1.661 -1.390 0.662
Ag -2.660 -1.960 -1.490
H 0.920 1.514 0.973
H 0.750 -1.295 -0.503
H 2.146 0.848 -0.224
H -0.972 0.153 1.738
C 0.141 1.134 -1.017
H -0.727 1.781 -0.877
H 0.283 0.667 -1.994
H 0.850 -1.113 1.330
*
```



Computed, not measured: a molecular structure, C4H7AlO3 at a distorted geometry, with the ωB97M-V functional and the def2-TZVPD basis.

Properties
E: -16974.103 eV
HOMO-LUMO gap: 2.0 eV
F_max: 4.93 eV/Å
relative energy (zero: lowest compared OMol25 entry of this formula, charge and spin): 660.3 kJ/mol

ORCA input file:
```
! RIJCOSX wB97M-V def2-TZVPD def2/J DEFGRID3
* xyz 2 1
Al -6.638 -0.145 1.650
O -4.663 -3.571 3.826
H -3.914 -4.041 4.242
O -1.346 0.433 -0.408
C -0.077 0.388 -0.591
O 0.732 -0.687 -0.461
C 2.040 -0.379 -0.752
C 2.101 1.152 -0.741
C 0.713 1.470 -1.121
H 2.449 -0.799 -1.671
H 2.721 -0.847 -0.042
H 2.892 1.490 -1.411
H 2.270 1.676 0.200
H 0.429 1.559 -2.169
H 0.292 2.299 -0.552
*
```



Computed, not measured: a molecular structure, C4H7AuBN3, with the ωB97M-V functional and the def2-TZVPD basis.

Properties
E: -13099.472 eV
HOMO-LUMO gap: 9.2 eV
F_max: 0.25 eV/Å

ORCA input file:
```
! RIJCOSX wB97M-V def2-TZVPD def2/J DEFGRID3
* xyz 0 1
Au 0.015 0.014 0.376
B -0.010 -0.010 5.048
C 0.001 0.000 3.481
N 0.008 0.007 2.326
H -1.164 -0.170 5.386
H 0.699 -0.931 5.396
H 0.427 1.064 5.407
N -0.770 -0.695 -2.438
C -0.525 -0.473 -3.739
C 0.494 0.447 -3.809
C 0.814 0.736 -2.478
N 0.039 0.036 -1.656
H -1.449 -1.308 -2.020
H -1.084 -0.978 -4.508
H 0.947 0.856 -4.695
H 1.556 1.405 -2.077
*
```



Computed, not measured: C4H7BN2O2 in the gas phase at a distorted geometry, with the ωB97M-V functional and the def2-TZVPD basis.

Properties
E: -12011.776 eV
HOMO-LUMO gap: 7.7 eV
F_max: 4.84 eV/Å
relative energy (zero: lowest compared OMol25 entry of this formula, charge and spin): 442.8 kJ/mol

ORCA input file:
```
! RIJCOSX wB97M-V def2-TZVPD def2/J DEFGRID3
* xyz 0 1
B -1.818 -0.523 0.180
C 1.842 -1.412 -0.400
C -0.291 -0.015 -0.046
C 0.908 0.534 0.245
C 1.124 1.982 0.623
N 2.004 -0.193 0.027
N 0.727 -2.017 -0.612
O -2.713 -0.108 -0.818
O -1.943 -1.533 0.968
H 2.720 -1.982 -0.638
H 0.170 2.385 0.402
H 1.331 2.094 1.682
H 1.889 2.336 0.036
H 0.815 -3.015 -1.015
H -3.617 -0.349 -0.759
H -2.729 -1.947 1.144
*
```



Computed, not measured: C4H7BO2 in the gas phase at a distorted geometry, with the ωB97M-V functional and the def2-TZVPD basis.

Properties
E: -9029.485 eV
structure (SMILES): C=COBC(C)=O
HOMO-LUMO gap: 9.4 eV
F_max: 7.96 eV/Å
relative energy (zero: lowest compared OMol25 entry of this formula, charge and spin): 465.8 kJ/mol

ORCA input file:
```
! RIJCOSX wB97M-V def2-TZVPD def2/J DEFGRID3
* xyz 0 1
B 0.998 1.108 -1.175
C 1.934 0.706 0.060
C -1.625 0.797 0.167
C 1.964 -0.836 0.199
C -2.901 0.318 0.399
O 2.712 1.368 0.782
O -0.523 0.945 -0.903
H 1.179 1.436 -2.334
H -1.200 1.444 0.990
H 1.200 -1.246 -0.499
H 1.488 -1.075 1.203
H 2.972 -1.368 0.214
H -3.474 -0.201 -0.391
H -3.358 0.547 1.253
*
```



Computed, not measured: a molecular structure, C4H7BaO2 at a distorted geometry, with the ωB97M-V functional and the def2-TZVPD basis.

Properties
E: -9042.069 eV
HOMO-LUMO gap: 4.4 eV
F_max: 3.71 eV/Å
relative energy (zero: lowest compared OMol25 entry of this formula, charge and spin): 0.0 kJ/mol

ORCA input file:
```
! RIJCOSX wB97M-V def2-TZVPD def2/J DEFGRID3
* xyz 1 1
C -2.847 -1.686 -0.612
C -2.021 -1.890 0.647
C -0.780 -1.086 0.382
C 0.340 -1.612 -0.161
O 1.490 -0.995 -0.351
Ba 3.186 1.078 -0.168
H -3.077 -0.619 -0.775
H -2.345 -2.105 -1.495
H -1.791 -2.957 0.783
H -2.573 -1.496 1.516
H -0.759 -0.044 0.723
H 0.319 -2.657 -0.509
O -4.158 -2.418 -0.573
H -4.693 -2.032 0.126
*
```



Computed, not measured: a molecular structure, C4H7Br2Cl at a distorted geometry, with the ωB97M-V functional and the def2-TZVPD basis.

Properties
E: -156867.214 eV
HOMO-LUMO gap: 10.1 eV
F_max: 4.69 eV/Å
relative energy (zero: lowest compared OMol25 entry of this formula, charge and spin): 35.1 kJ/mol

ORCA input file:
```
! RIJCOSX wB97M-V def2-TZVPD def2/J DEFGRID3
* xyz 0 1
C -0.061 0.711 1.856
C -0.873 -0.942 -1.890
C 0.406 -0.145 0.734
C -0.984 0.056 -0.697
Cl -2.591 -0.261 0.109
Br 0.750 -1.935 1.124
Br -0.814 1.908 -1.254
H 0.718 0.931 2.523
H -0.391 1.598 1.496
H -0.844 0.284 2.380
H 0.214 -1.063 -2.059
H -1.250 -1.903 -1.914
H -1.344 -0.316 -2.646
H 1.355 0.340 0.234
*
```



Computed, not measured: 2 unconnected molecules or ions with the total composition C4H7Br2OP at a distorted geometry, with the ωB97M-V functional and the def2-TZVPD basis.

Properties
E: -155681.312 eV
HOMO-LUMO gap: 8.7 eV
F_max: 3.33 eV/Å
relative energy (zero: lowest compared OMol25 entry of this formula, charge and spin): 303.6 kJ/mol

ORCA input file:
```
! RIJCOSX wB97M-V def2-TZVPD def2/J DEFGRID3
* xyz 0 1
C 1.583 0.326 0.247
C 0.444 1.069 1.019
C 0.999 -0.807 -0.651
C -0.834 0.996 0.113
O -1.536 -0.757 -2.074
P -0.621 -0.091 -1.151
Br -2.475 1.928 0.396
Br -2.732 -2.253 0.585
H 1.863 1.008 -0.513
H 2.438 0.099 1.062
H 0.322 0.465 1.969
H 0.545 2.156 1.284
H 1.714 -0.966 -1.564
H 0.981 -1.773 -0.275
H -2.692 -1.401 -0.446
*
```